Computed, not measured: a single C4H6O molecule at a distorted geometry, with wB97M-V/def2-TZVPD.

Computed properties:
HOMO energy	-8.992	eV
SMILES	C1=CCOC1
orbital gap	10.1074	eV

Last column: natural (NBO) charge in e.
Geometry (Å):
O: -0.199 -1.317 -0.104  -0.521
C: 1.056 -0.659 0.019  -0.098
C: 0.803 0.803 -0.059  -0.218
C: -1.224 -0.335 -0.002  -0.099
C: -0.523 0.977 -0.011  -0.215
H: 1.609 1.503 -0.074  0.220
H: 1.716 -1.007 -0.798  0.180
H: -1.762 -0.501 0.982  0.174
H: -1.975 -0.432 -0.821  0.186
H: -1.045 1.927 -0.089  0.217
H: 1.544 -0.959 0.956  0.174

***

Computed, not measured: 2 unconnected molecules or ions with the total composition H8N4O2Si at a distorted geometry, with wB97M-V/def2-TZVPD.

Computed properties:
HOMO energy (spin up / spin down)	-7.337 / -6.559	eV
orbital gap (spin up / spin down)	7.1034 / 6.3871	eV

Last column: natural (NBO) charge in e.
Geometry (Å):
Si: -0.409 0.907 0.765  2.119
O: -0.675 2.481 0.462  -1.105
O: -1.021 0.446 2.198  -1.075
N: -0.792 -1.554 -1.590  -0.726
N: 2.101 -0.510 0.806  -0.604
N: -1.394 -0.232 -1.599  -0.673
N: 1.243 0.650 0.346  -0.985
H: -0.854 -2.014 -2.532  0.339
H: -1.425 -2.084 -0.936  0.336
H: -0.790 -0.492 2.384  0.504
H: 1.541 0.888 -0.634  0.407
H: -0.047 3.134 0.534  0.507
H: 1.560 -1.346 0.317  0.339
H: 1.705 -0.633 1.695  0.319
H: -0.742 0.360 -2.215  0.299